Entry 1:
18
Properties=species:S:1:pos:R:3:nbo_charge:R:1 method="wB97M-V/def2-TZVPD" homo_energy_ha=-0.5594 smiles=CC[C@@](C)([NH3+])O total_charge=+1 de_lowest_kcal_mol=35.4
C 2.19113 0.08256 -0.07544 -0.64
C 0.88498 0.73775 -0.25843 -0.49
C -0.36243 -0.12381 -0.31407 0.57
C -0.49666 -1.21424 0.90359 -0.68
N -1.71140 1.01282 -0.02794 -0.80
O -0.66716 -0.55376 -1.56569 -0.67
H 2.46465 -0.56174 -0.95907 0.24
H 3.05291 0.72314 0.31175 0.27
H 2.21420 -0.74702 0.80044 0.21
H 0.67279 1.53952 0.41111 0.23
H 0.90212 1.28400 -1.29496 0.24
H 0.19025 -2.06930 0.69449 0.27
H -1.54948 -1.63124 0.91764 0.22
H -0.32292 -0.70724 1.84587 0.24
H -1.92527 1.00435 0.97744 0.42
H -1.67414 1.96989 -0.42828 0.45
H -2.53442 0.50706 -0.36725 0.42
H -1.32914 -1.25276 -1.57120 0.50


Entry 2:
18
Properties=species:S:1:pos:R:3:nbo_charge:R:1 method="wB97M-V/def2-TZVPD" s_squared=0.753 spin_multiplicity=2 homo_energy_ha="-0.7383 / -0.7383" total_charge=+2 de_lowest_kcal_mol=41.5
C 0.93359 1.00589 -0.86332 -0.24
C 0.16582 -0.41840 -0.99726 -0.53
C 0.65240 -1.48768 -0.03345 0.12
C -0.15646 -2.47975 0.33739 -0.01
N 0.82807 1.30971 0.69508 -0.70
H 1.95610 1.12923 -1.30759 0.29
H 0.29764 1.76137 -1.44295 0.29
H -0.82137 -0.30646 -0.68920 0.29
H -0.07702 -0.67873 -2.04933 0.36
H 1.56380 -1.13658 0.40325 0.23
H -0.08163 -3.02207 1.27202 0.27
H -0.70779 -2.84519 -0.40279 0.23
H -0.12554 1.33722 1.00148 0.48
H 1.34378 0.57722 1.20288 0.43
H 1.25246 2.25489 0.84543 0.48
H -2.25522 0.18079 0.72944 0.49
H -2.79864 1.68364 0.64788 0.54
O -1.96999 1.13490 0.65105 -1.00


Entry 3:
19
Properties=species:S:1:pos:R:3:nbo_charge:R:1 method="wB97M-V/def2-TZVPD" homo_energy_ha=-0.1131 total_charge=-1 de_lowest_kcal_mol=38.9
C -0.49680 -2.49028 -0.06505 -0.65
C 0.13801 -1.31898 -0.90547 -0.19
N 0.05473 -0.03299 -0.32647 -0.68
C 1.02951 0.29951 0.70195 -0.26
C 0.77835 1.83470 1.14789 -0.03
O -0.51898 2.34300 0.88825 -0.99
H -0.33562 -3.51277 -0.50519 0.18
H -1.56179 -2.24897 -0.19188 0.20
H -0.34772 -2.70471 0.97955 0.20
H 1.17171 -1.57140 -1.21722 0.17
H -0.33546 -1.40674 -1.90731 0.17
H -0.81099 0.34783 0.12842 0.41
H 2.05393 0.16953 0.37187 0.16
H 0.75722 -0.13650 1.67644 0.13
H 1.12839 1.71039 2.18803 0.09
H 1.49969 2.38244 0.52505 0.09
H -1.66799 2.13496 -0.47383 0.51
H -0.78578 2.07768 -1.54724 0.47
O -1.75041 2.12330 -1.46778 -1.01


Entry 4:
19
Properties=species:S:1:pos:R:3:nbo_charge:R:1 method="wB97M-V/def2-TZVPD" s_squared=0.751 spin_multiplicity=2 homo_energy_ha="0.1538 / 0.0092" total_charge=-2 de_lowest_kcal_mol=59.7
C -0.24817 1.94393 -0.61170 -0.97
C -0.81098 0.55856 -0.62607 -0.20
C -2.18439 0.55130 0.11286 -0.90
N 0.12990 -0.56220 -0.00088 -0.76
C 1.09694 0.01438 1.16348 0.20
O 0.71344 0.07842 2.36477 -0.90
H 0.00527 2.35890 0.40714 0.19
H -0.82020 2.75492 -0.95096 0.17
H 0.69355 2.00075 -1.18870 0.18
H -1.10251 0.36587 -1.75435 0.13
H -1.93319 0.93577 1.07637 0.19
H -2.66922 -0.55037 0.27283 0.16
H -2.76318 1.23880 -0.51326 0.17
H -0.60333 -1.12417 0.52384 0.34
H 1.75192 0.87846 0.63825 0.07
H 1.75070 -1.09661 1.12770 -0.05
H 0.49669 -1.94690 -2.25170 0.47
H 1.59458 -1.84509 -1.25358 0.50
O 1.23272 -2.38392 -1.90962 -1.00


Entry 5:
19
Properties=species:S:1:pos:R:3:nbo_charge:R:1 method="wB97M-V/def2-TZVPD" homo_energy_ha=-0.5011 total_charge=+1 de_lowest_kcal_mol=96.7
C 1.44811 0.65002 1.56076 -0.71
C 0.38386 -0.02408 0.88879 0.15
C -0.52430 -0.93489 1.42867 -0.35
C -0.03688 1.51810 -0.91208 0.18
N 0.26239 0.33932 -0.55034 -0.45
H 2.48640 0.67107 1.34575 0.27
H 1.17749 1.72368 1.56236 0.23
H 1.48789 0.52887 2.65760 0.27
H -1.15422 -1.58771 0.74507 0.22
H -0.73908 -0.81916 2.45279 0.24
H -0.01196 1.94514 -1.83290 0.23
H -0.43281 2.24781 -0.24196 0.22
H 0.32254 -0.53254 -1.08804 0.48
H -2.91679 0.57954 -1.95273 0.49
H -3.22885 2.04357 -1.94103 0.49
O -2.49422 1.43979 -1.90712 -0.96
H 0.75809 -3.49209 -0.05625 0.50
H 2.12738 -3.30209 -1.22821 0.51
O 1.08497 -2.99434 -0.93111 -1.01


Entry 6:
20
Properties=species:S:1:pos:R:3:nbo_charge:R:1 method="wB97M-V/def2-TZVPD" homo_energy_ha=-0.3219 smiles="CC(C)=N.CP(O)O" de_lowest_kcal_mol=29.0
C 2.00591 0.32178 -0.71896 -0.68
C 0.80758 0.65806 -1.49700 0.38
C 0.67121 2.13477 -1.75156 -0.67
N 0.03032 -0.20875 -1.93875 -0.70
H 1.88381 0.96186 0.12605 0.23
H 2.81134 0.61234 -1.39442 0.23
H 2.04356 -0.76387 -0.38454 0.24
H -0.28698 2.25118 -2.08956 0.21
H 0.78800 2.49655 -0.81451 0.22
H 1.43832 2.36274 -2.40537 0.22
H -0.84360 0.12020 -2.34954 0.34
C -2.32122 -1.13762 2.30348 -0.99
P -0.77428 -0.64214 1.42109 1.30
O 0.31482 -1.21780 2.44398 -0.99
O -0.84043 -1.80275 0.25341 -0.99
H -2.37710 -0.66029 3.36353 0.23
H -3.13410 -0.80501 1.66810 0.23
H -2.34914 -2.17052 2.36575 0.22
H 0.06872 -1.81647 3.07105 0.48
H -0.60457 -1.44208 -0.53307 0.50


Entry 7:
20
Properties=species:S:1:pos:R:3:nbo_charge:R:1 method="wB97M-V/def2-TZVPD" homo_energy_ha=-0.2710 de_lowest_kcal_mol=85.1
C -2.16471 0.06426 -1.39993 -0.59
C -2.08439 0.02073 0.11771 -0.44
C -0.95549 -0.80046 0.68732 -0.40
C 0.98972 0.02878 -0.25574 -0.32
N 1.54626 -0.83416 -1.16044 -0.83
O 3.42926 0.75344 0.49960 -0.98
O 1.39268 1.57555 2.01433 -0.99
P 2.01669 0.11340 1.28512 1.26
H -2.43123 -0.88430 -1.64946 0.20
H -2.87983 0.78706 -1.75524 0.21
H -1.20735 0.30765 -1.80389 0.18
H -3.03872 -0.45469 0.45841 0.20
H -1.80129 1.07409 0.50081 0.21
H -0.85810 -1.86890 0.40499 0.17
H -0.83240 -0.73535 1.67487 0.17
H 0.55028 0.88452 -0.79794 0.22
H 0.94886 -0.88595 -2.05412 0.37
H 4.01684 1.07007 1.21880 0.48
H 1.96878 -1.69513 -1.01303 0.38
H 1.39416 1.47940 3.02782 0.49


Entry 8:
20
Properties=species:S:1:pos:R:3:nbo_charge:R:1 method="wB97M-V/def2-TZVPD" homo_energy_ha=-0.1368 total_charge=-1 de_lowest_kcal_mol=42.8
C 1.12403 -1.20158 0.58553 -0.66
C 0.01833 -0.29547 1.25532 -0.04
C 0.43928 1.25877 1.26343 -0.08
O 0.25199 1.82183 2.61124 -0.75
N -1.20785 -0.44675 0.47631 -0.70
C -1.28873 0.33852 -0.87074 0.14
O -0.25027 0.48890 -1.65224 -0.91
H 1.30090 -0.65828 -0.35835 0.25
H 0.79613 -2.17656 0.27146 0.20
H 2.01230 -1.22875 1.17202 0.18
H -0.03146 -0.77313 2.35015 0.17
H 1.46725 1.36221 1.27600 0.16
H -0.09475 1.81458 0.53257 0.20
H 0.01911 2.73239 2.42494 0.45
H -1.25403 -1.47879 0.24906 0.33
H -2.19557 -0.22602 -1.34074 0.08
H -1.82107 1.22301 -0.46946 0.08
H -0.27719 -0.25531 -2.99900 0.51
H 0.93072 -1.20585 -3.21140 0.44
O 0.06087 -1.09370 -3.56610 -1.04